Below is 11 unconnected molecules or ions with the total composition C40H111N9O13 at a distorted geometry, with properties calculated with ωB97M-V with the def2-TZVPD basis set.

## Properties
orbital gap	9.380	eV
ΔE to the lowest compared entry with this formula, charge and spin	7.6709	eV
structure (SMILES)	COC[C@H](C)N.COC[C@H](C)N.COC[C@H](C)N.COC[C@H](C)N.COC[C@H](C)N.COC[C@H](C)N.COC[C@H](C)N.COC[C@H](C)N.COC[C@H](C)N.OCCO.OCCO
E_HOMO	-0.334	Eh
E_LUMO	0.0111	Eh

Last columns: bonded neighbours and bond lengths (Å).
CARTESIAN COORDINATES (ANGSTROEM)
1 C 7.79 -7.66 13.75  O2 1.395, H7 1.103, H8 1.087, H9 1.096
2 O 7.30 -7.97 15.02  C1 1.395, C3 1.402
3 C 8.01 -7.44 16.10  O2 1.402, C4 1.513, H10 1.100, H11 1.102
4 C 7.74 -8.25 17.35  C3 1.513, C5 1.553, N6 1.448, H12 1.092
5 C 6.26 -8.09 17.77  C4 1.553, H13 1.091, H14 1.092, H15 1.091
6 N 8.61 -7.93 18.46  C4 1.448, H16 1.010, H17 1.009
7 H 7.94 -6.57 13.69  C1 1.103
8 H 7.08 -7.87 12.95  C1 1.087
9 H 8.81 -8.01 13.53  C1 1.096
10 H 9.09 -7.39 15.87  C3 1.100
11 H 7.73 -6.38 16.15  C3 1.102
12 H 7.77 -9.31 17.07  C4 1.092
13 H 5.94 -7.05 17.78  C5 1.091
14 H 6.16 -8.52 18.78  C5 1.092
15 H 5.53 -8.67 17.19  C5 1.091
16 H 9.03 -8.75 18.86  N6 1.010
17 H 8.20 -7.43 19.24  N6 1.009
18 C 2.94 -15.29 8.80  O19 1.438, H24 1.093, H25 1.089, H26 1.091
19 O 3.82 -16.43 8.78  C18 1.438, C20 1.428
20 C 4.91 -16.27 7.86  O19 1.428, C21 1.541, H27 1.091, H28 1.095
21 C 5.86 -15.14 8.30  C20 1.541, C22 1.515, N23 1.460, H29 1.098
22 C 5.79 -13.88 7.46  C21 1.515, H30 1.098, H31 1.087, H32 1.092
23 N 7.26 -15.54 8.47  C21 1.460, H33 1.018, H34 1.018
24 H 3.53 -14.60 9.41  C18 1.093
25 H 2.04 -15.57 9.35  C18 1.089
26 H 2.64 -14.99 7.80  C18 1.091
27 H 5.45 -17.21 7.93  C20 1.091
28 H 4.52 -16.14 6.85  C20 1.095
29 H 5.63 -14.83 9.33  C21 1.098
30 H 5.95 -14.19 6.42  C22 1.098
31 H 6.53 -13.17 7.82  C22 1.087
32 H 4.79 -13.43 7.41  C22 1.092
33 H 7.64 -15.92 7.61  N23 1.018
34 H 7.18 -16.31 9.13  N23 1.018
35 C 3.53 -8.48 2.88  O36 1.415, H41 1.092, H42 1.097, H43 1.091
36 O 4.07 -7.17 2.86  C35 1.415, C37 1.427
37 C 3.48 -6.30 3.82  O36 1.427, C38 1.520, H44 1.090, H45 1.093
38 C 4.08 -6.57 5.19  C37 1.520, C39 1.514, N40 1.521, H46 1.095
39 C 3.69 -7.77 6.03  C38 1.514, H47 1.088, H48 1.095, H49 1.094
40 N 3.95 -5.38 6.12  C38 1.521, H50 1.016, H51 1.017
41 H 4.20 -9.34 3.04  C35 1.092
42 H 3.16 -8.72 1.88  C35 1.097
43 H 2.65 -8.58 3.51  C35 1.091
44 H 3.76 -5.27 3.61  C37 1.090
45 H 2.39 -6.35 3.78  C37 1.093
46 H 5.17 -6.50 5.08  C38 1.095
47 H 3.71 -8.71 5.49  C39 1.088
48 H 2.70 -7.70 6.49  C39 1.095
49 H 4.28 -7.82 6.95  C39 1.094
50 H 4.35 -4.55 5.68  N40 1.016
51 H 4.61 -5.65 6.84  N40 1.017
52 C -4.26 -11.38 13.19  O53 1.426, H58 1.090, H59 1.091, H60 1.092
53 O -2.88 -11.17 13.50  C52 1.426, C54 1.442
54 C -2.12 -12.14 12.75  O53 1.442, C55 1.544, H61 1.095, H62 1.094
55 C -0.60 -11.89 12.92  C54 1.544, C56 1.517, N57 1.466, H63 1.091
56 C 0.20 -12.62 11.85  C55 1.517, H64 1.093, H65 1.095, H66 1.087
57 N -0.12 -12.18 14.27  C55 1.466, H67 1.021, H68 1.020
58 H -4.50 -11.08 12.17  C52 1.090
59 H -4.81 -10.74 13.88  C52 1.091
60 H -4.60 -12.39 13.44  C52 1.092
61 H -2.39 -13.12 13.15  C54 1.095
62 H -2.41 -11.96 11.71  C54 1.094
63 H -0.46 -10.81 12.83  C55 1.091
64 H 1.25 -12.44 12.09  C56 1.093
65 H 0.04 -12.00 10.96  C56 1.095
66 H 0.05 -13.68 11.65  C56 1.087
67 H -0.63 -11.48 14.80  N57 1.021
68 H -0.54 -13.08 14.52  N57 1.020
69 C -1.71 -7.41 9.93  O70 1.390, H75 1.091, H76 1.094, H77 1.110
70 O -1.00 -7.12 11.09  C69 1.390, C71 1.424
71 C -0.19 -8.21 11.53  O70 1.424, C72 1.498, H78 1.094, H79 1.101
72 C 0.40 -7.88 12.87  C71 1.498, C73 1.540, N74 1.511, H80 1.096
73 C 1.28 -6.62 12.86  C72 1.540, H81 1.087, H82 1.097, H83 1.088
74 N 1.25 -8.92 13.56  C72 1.511, H84 1.017, H85 1.016
75 H -2.10 -6.54 9.40  C69 1.091
76 H -2.38 -8.24 10.12  C69 1.094
77 H -1.10 -7.74 9.06  C69 1.110
78 H -0.80 -9.12 11.45  C71 1.094
79 H 0.65 -8.27 10.83  C71 1.101
80 H -0.44 -7.71 13.55  C72 1.096
81 H 1.44 -6.22 13.86  C73 1.087
82 H 0.75 -5.84 12.31  C73 1.097
83 H 2.21 -6.72 12.30  C73 1.088
84 H 0.90 -9.86 13.42  N74 1.017
85 H 0.95 -8.71 14.51  N74 1.016
86 C 4.22 -6.99 10.02  O87 1.411, H92 1.094, H93 1.096, H94 1.093
87 O 4.17 -8.40 9.96  C86 1.411, C88 1.434
88 C 5.14 -8.98 10.83  O87 1.434, C89 1.544, H95 1.094, H96 1.094
89 C 4.87 -10.50 10.81  C88 1.544, C90 1.546, N91 1.466, H97 1.092
90 C 4.86 -11.04 9.36  C89 1.546, H98 1.089, H99 1.089, H100 1.088
91 N 3.52 -10.74 11.34  C89 1.466, H101 1.016, H102 1.018
92 H 3.43 -6.54 9.43  C86 1.094
93 H 5.13 -6.52 9.63  C86 1.096
94 H 4.04 -6.56 11.01  C86 1.093
95 H 6.09 -8.70 10.37  C88 1.094
96 H 5.09 -8.74 11.90  C88 1.094
97 H 5.57 -11.14 11.36  C89 1.092
98 H 4.60 -12.09 9.46  C90 1.089
99 H 5.78 -10.83 8.82  C90 1.089
100 H 4.05 -10.56 8.81  C90 1.088
101 H 3.41 -10.36 12.28  N91 1.016
102 H 2.98 -10.16 10.71  N91 1.018
103 C 7.85 -8.55 7.64  O104 1.411, H109 1.092, H110 1.090, H111 1.096
104 O 8.76 -8.26 8.69  C103 1.411, C105 1.445
105 C 9.76 -9.29 8.88  O104 1.445, C106 1.516, H112 1.093, H113 1.088
106 C 9.12 -10.50 9.53  C105 1.516, C107 1.540, N108 1.499, H114 1.093
107 C 8.75 -10.18 10.99  C106 1.540, H115 1.091, H116 1.085, H117 1.093
108 N 10.24 -11.49 9.64  C106 1.499, H118 1.018, H119 1.017
109 H 8.28 -8.92 6.71  C103 1.092
110 H 7.32 -7.61 7.51  C103 1.090
111 H 7.08 -9.24 8.00  C103 1.096
112 H 10.19 -9.47 7.89  C105 1.093
113 H 10.48 -8.89 9.59  C105 1.088
114 H 8.41 -11.04 8.91  C106 1.093
115 H 8.10 -9.31 10.92  C107 1.091
116 H 9.60 -10.09 11.67  C107 1.085
117 H 8.12 -11.00 11.35  C107 1.093
118 H 10.50 -11.77 8.69  N108 1.018
119 H 9.83 -12.34 10.04  N108 1.017
120 C 6.76 -4.38 12.06  O121 1.442, H126 1.089, H127 1.094, H128 1.092
121 O 8.15 -4.60 11.76  C120 1.442, C122 1.425
122 C 8.24 -5.22 10.48  O121 1.425, C123 1.546, H129 1.094, H130 1.100
123 C 7.89 -4.29 9.29  C122 1.546, C124 1.540, N125 1.452, H131 1.097
124 C 8.41 -4.77 7.92  C123 1.540, H132 1.093, H133 1.091, H134 1.091
125 N 8.45 -2.97 9.53  C123 1.452, H135 1.015, H136 1.011
126 H 6.56 -3.98 13.06  C120 1.089
127 H 6.39 -5.41 12.04  C120 1.094
128 H 6.14 -3.76 11.41  C120 1.092
129 H 9.24 -5.65 10.48  C122 1.094
130 H 7.67 -6.16 10.40  C122 1.100
131 H 6.79 -4.29 9.21  C123 1.097
132 H 8.00 -5.77 7.71  C124 1.093
133 H 9.49 -4.85 7.93  C124 1.091
134 H 8.09 -4.26 7.02  C124 1.091
135 H 8.58 -2.84 10.53  N125 1.015
136 H 9.36 -2.88 9.10  N125 1.011
137 C 3.86 -1.41 10.36  O138 1.391, H143 1.095, H144 1.096, H145 1.096
138 O 2.97 -2.42 10.00  C137 1.391, C139 1.402
139 C 2.98 -2.76 8.64  O138 1.402, C140 1.544, H146 1.092, H147 1.100
140 C 1.57 -3.18 8.16  C139 1.544, C141 1.535, N142 1.466, H148 1.098
141 C 0.89 -4.13 9.14  C140 1.535, H149 1.089, H150 1.090, H151 1.094
142 N 1.62 -3.63 6.76  C140 1.466, H152 1.028, H153 1.015
143 H 3.57 -1.01 11.33  C137 1.095
144 H 3.84 -0.52 9.73  C137 1.096
145 H 4.88 -1.80 10.49  C137 1.096
146 H 3.30 -1.91 8.03  C139 1.092
147 H 3.58 -3.63 8.36  C139 1.100
148 H 0.92 -2.30 8.27  C140 1.098
149 H -0.03 -4.54 8.73  C141 1.089
150 H 0.63 -3.55 10.02  C141 1.090
151 H 1.64 -4.89 9.40  C141 1.094
152 H 2.20 -4.48 6.80  N142 1.028
153 H 0.67 -3.93 6.55  N142 1.015
154 O 5.05 -14.04 14.82  C155 1.433, H158 0.962
155 C 4.69 -12.69 14.53  O154 1.433, C156 1.503, H159 1.096, H160 1.092
156 C 3.31 -12.35 15.03  C155 1.503, O157 1.435, H161 1.093, H162 1.100
157 O 3.24 -12.10 16.44  C156 1.435, H163 0.962
158 H 4.54 -14.31 15.59  O154 0.962
159 H 5.48 -12.08 15.00  C155 1.096
160 H 4.75 -12.60 13.45  C155 1.092
161 H 2.51 -13.05 14.77  C156 1.093
162 H 3.01 -11.50 14.40  C156 1.100
163 H 2.30 -12.11 16.63  O157 0.962
164 O 1.59 -12.21 7.21  C165 1.430, H168 0.966
165 C 1.89 -10.85 6.91  O164 1.430, C166 1.505, H169 1.092, H170 1.088
166 C 0.61 -10.06 6.75  C165 1.505, O167 1.430, H171 1.096, H172 1.099
167 O -0.19 -10.10 7.94  C166 1.430, H173 0.960
168 H 0.94 -12.21 7.92  O164 0.966
169 H 2.38 -10.35 7.74  C165 1.092
170 H 2.37 -10.89 5.94  C165 1.088
171 H 0.05 -10.23 5.83  C166 1.096
172 H 0.91 -9.02 6.57  C166 1.099
173 H -0.50 -9.20 8.07  O167 0.960

Löwdin atomic charge list, values in e, 2 entries:
1 C -0.112
2 O -0.184